The following is a quantum chemistry calculation of a molecular structure, C22H34CeClF5N3O4, from the Open Molecules 2025 dataset.

Element x y z (Å)
Ce  1.04312  0.01246  -0.45651
Cl  3.35063  0.64179  -1.52777
F  -1.41700  -1.99659  -0.98712
F  -0.24819  -2.03780  -2.86854
F  1.43103  -3.87302  -1.93081
F  -0.64790  -4.47738  -1.54624
F  0.59906  -3.80141  0.11560
O  2.57207  -1.68555  0.43811
O  -3.35751  1.58094  1.32820
O  -0.12169  -1.00647  1.46126
O  1.52052  1.45011  1.38635
N  -2.20152  -1.62906  2.17816
N  4.34599  -3.11830  0.17587
N  1.65906  3.11922  2.95576
C  3.07986  3.41220  2.74355
C  0.27344  1.06295  -2.68684
C  -3.79971  0.25695  -1.27536
C  -4.66891  -0.16850  -2.25850
C  1.00399  2.17412  2.26735
C  -3.87989  2.51846  -2.14346
C  0.99998  3.82270  4.04741
C  -0.12027  -2.16520  -1.49792
C  0.63335  1.26736  -4.16919
C  0.83977  1.76580  -1.67774
C  5.16194  -3.93275  -0.72860
C  -5.28103  0.78577  -3.09461
C  -3.16233  2.14834  0.24854
C  4.78191  -2.98344  1.55859
C  -3.62196  1.64300  -1.06580
C  -1.26084  -0.72678  1.95036
C  -3.60737  -1.26462  2.24914
C  -1.89608  -3.05637  2.28960
C  0.75843  3.20862  -1.31506
C  3.35363  -2.37518  -0.30184
C  -4.78614  2.10815  -3.14419
C  0.31418  -3.58895  -1.19771
H  1.43588  3.57817  5.02958
H  -5.16955  2.80765  -3.91155
H  5.48654  -4.85115  -0.21866
H  3.98286  -2.47583  2.10878
H  -2.43454  -3.45691  3.14999
H  -0.81767  -3.19172  2.42800
H  4.57211  -4.20622  -1.61121
H  -2.22419  -3.60725  1.40206
H  3.23300  4.50188  2.69949
H  6.05667  -3.38792  -1.07290
H  -4.15269  -1.63344  1.37008
H  -3.27456  -0.44821  -0.63649
H  1.75873  3.60963  -1.05835
H  3.24199  -2.36415  -1.39152
H  -0.66066  0.46901  -2.59090
H  -3.68382  -0.17345  2.26159
H  5.71244  -2.39053  1.62336
H  -0.19141  1.68288  -4.79673
H  -0.06445  3.53736  4.07027
H  -0.05486  2.10099  2.52485
H  3.39191  2.94045  1.80716
H  1.48538  1.97985  -4.19240
H  -2.42835  2.99767  0.17899
H  -1.52890  0.32293  2.18390
H  -3.41089  3.50064  -2.17933
H  4.97611  -3.97496  1.98246
H  -4.92237  -1.22602  -2.34467
H  -6.08218  0.49320  -3.78406
H  0.33026  3.76681  -2.16098
H  0.12394  3.41393  -0.42470
H  3.69036  3.03515  3.58188
H  1.06023  4.91466  3.93804
H  -4.04990  -1.68890  3.15385
H  0.96899  0.33220  -4.63990

Properties
multiplicity = 2
frontier orbital gap (alpha / beta) = 5.37 / 5.47 eV
LUMO level (alpha / beta) = -0.36 / -0.36 eV
largest force on an atom = 4.50 eV Å⁻¹